Record 1
Here is a structure of composition C28H30BBrN6NdOS2 from the Open Molecules 2025 dataset. Energies are from ωB97M-V/def2-TZVPD.

Maximum force ... 0.0192 Eh/bohr
Net charge ... -1
Expectation value of S² ... 3.753
E ... -5445.70948 a.u.
2S+1 ... 4
HOMO level (spin up / spin down) ... -4.8 / -4.8 eV
HOMO-LUMO gap (spin up / spin down) ... 6.89 / 6.89 eV

Atoms and positions in Å:
Nd  1.53335  -0.88546  -1.29840
S  -0.71585  -2.39502  -2.03834
C  -0.18319  -3.98328  -2.51942
C  -1.13054  -4.83479  -3.09502
C  -0.81325  -6.11448  -3.52834
C  -1.81551  -6.94287  -4.11258
N  -2.63231  -7.60075  -4.58707
C  0.50814  -6.57948  -3.37901
C  1.45012  -5.75064  -2.78623
C  1.13851  -4.46284  -2.34374
S  2.41959  -3.53142  -1.60971
C  0.87313  -7.87561  -3.84677
N  1.16647  -8.91950  -4.23342
H  -2.14433  -4.47446  -3.20631
H  2.46378  -6.10566  -2.65830
C  -1.39947  2.58414  5.16263
C  -2.46684  1.81785  4.36329
C  -3.69169  2.72369  4.21457
C  -2.88954  0.57320  5.15812
C  -1.88808  1.40929  3.01063
C  -0.79018  0.56348  2.96342
C  -0.26089  0.22048  1.74140
Br  1.24918  -1.00541  1.68354
C  -0.73556  0.65914  0.49370
O  -0.14489  0.29000  -0.60624
C  -1.88112  1.51245  0.55109
C  -2.40138  1.85183  1.79090
C  -2.52206  2.03559  -0.74099
C  -1.51899  2.88604  -1.54286
C  -3.02011  0.85887  -1.59662
C  -3.72546  2.93065  -0.43743
H  -1.79129  2.86930  6.14275
H  -1.10343  3.48903  4.62866
H  -0.51002  1.97206  5.31460
H  -4.06314  2.99848  5.20376
H  -4.49568  2.21444  3.67974
H  -3.44033  3.64236  3.68133
H  -3.30795  0.87248  6.12258
H  -2.04150  -0.08577  5.34767
H  -3.64564  0.00647  4.61220
H  -0.34614  0.15974  3.86432
H  -3.26480  2.50070  1.80806
H  -0.65468  2.29715  -1.83151
H  -1.17724  3.73913  -0.95103
H  -1.99765  3.26271  -2.45043
H  -2.22136  0.15521  -1.80443
H  -3.40163  1.22703  -2.55255
H  -3.82238  0.32109  -1.08656
H  -3.43448  3.80424  0.15158
H  -4.50631  2.38707  0.09920
H  -4.15107  3.28590  -1.37765
B  4.07641  0.78059  -2.57831
N  4.73598  -0.19699  -1.56913
C  6.02329  -0.42974  -1.29014
C  6.08841  -1.30135  -0.21635
C  4.75441  -1.55426  0.10077
N  3.94935  -0.87497  -0.71442
N  3.41421  1.87159  -1.70421
C  3.82496  3.10932  -1.40142
C  2.98127  3.61887  -0.42956
C  2.06315  2.59141  -0.19803
N  2.34121  1.54258  -0.96889
H  4.88788  1.25626  -3.31635
H  3.16414  0.17664  -3.15294
H  6.81011  0.02959  -1.86505
H  6.96901  -1.70269  0.25426
H  4.34150  -2.19983  0.85945
H  4.67910  3.55001  -1.88857
H  3.01917  4.59041  0.03210
H  1.22217  2.56872  0.47808

Cartesian forces, eV/Å:
0.008 -0.474 -0.865
0.272 0.142 0.025
0.005 -0.147 -0.044
0.012 -0.123 -0.049
0.381 0.178 0.197
-0.285 -0.174 -0.185
0.037 0.041 0.040
-0.238 0.372 0.067
-0.061 -0.091 -0.026
-0.127 -0.043 0.006
0.037 0.205 0.010
0.119 -0.336 -0.096
0.015 0.059 0.044
-0.003 -0.008 -0.021
0.002 -0.016 -0.019
-0.098 -0.053 -0.058
-0.034 0.066 0.091
0.087 -0.062 -0.008
0.026 0.073 -0.044
-0.025 0.011 -0.007
0.054 -0.074 0.030
0.322 -0.292 -0.230
-0.396 0.314 0.328
-0.533 0.241 0.486
-0.671 0.396 0.306
0.375 -0.179 -0.318
-0.049 0.039 0.200
-0.069 0.061 -0.020
-0.048 -0.168 0.111
0.105 0.066 0.042
-0.011 0.017 -0.033
0.019 0.006 -0.003
0.027 0.000 0.016
0.025 0.021 0.017
-0.008 0.001 0.000
-0.017 0.043 -0.008
-0.047 0.010 -0.001
0.000 -0.031 0.009
-0.014 -0.022 0.000
0.009 -0.013 0.004
0.006 0.019 0.002
0.083 -0.063 0.046
0.130 -0.031 -0.014
-0.003 -0.006 -0.012
-0.009 0.014 0.021
0.071 -0.102 -0.033
-0.048 0.022 0.023
0.012 0.017 0.008
-0.057 0.014 -0.030
-0.015 0.038 -0.016
-0.002 -0.006 -0.010
-0.295 -0.123 0.342
0.212 0.002 -0.143
0.032 -0.075 0.075
0.039 -0.023 0.001
0.023 0.083 -0.040
0.457 -0.349 0.232
0.217 0.300 -0.169
-0.054 0.077 0.081
-0.006 0.027 -0.016
-0.010 0.003 0.001
-0.029 0.212 -0.120
0.059 -0.028 -0.103
0.081 0.012 0.006
-0.061 0.031 -0.040
-0.012 0.005 -0.011
-0.010 -0.013 -0.016
-0.002 -0.059 -0.035
-0.004 -0.009 -0.005
-0.010 -0.047 -0.023

Charges in e, computed with Löwdin, in the same order as the atoms: 1.287, 0.499, -0.727, -0.082, -0.206, -0.196, 0.145, -0.206, -0.083, -0.726, 0.463, -0.197, 0.145, 0.105, 0.104, -0.051, -0.561, -0.070, -0.051, -0.180, -0.089, -0.498, 0.793, -0.408, -0.412, -0.076, 0.020, -0.529, -0.039, -0.033, -0.080, 0.080, 0.088, 0.076, 0.082, 0.088, 0.085, 0.080, 0.076, 0.090, 0.103, 0.079, 0.068, 0.087, 0.082, 0.039, 0.086, 0.092, 0.084, 0.085, 0.084, -0.433, -0.087, -0.082, -0.061, -0.174, -0.140, -0.101, -0.087, -0.063, -0.137, -0.064, 0.074, 0.046, 0.118, 0.088, 0.099, 0.117, 0.086, 0.107



Record 2
Here is the ion C5H13N2O with charge +1 at a distorted geometry from the Open Molecules 2025 dataset. Energies are from ωB97M-V/def2-TZVPD.

Maximum force ... 0.0544 Eh/bohr
Net charge ... +1
SMILES string ... CCC[C@@H]([NH3+])C(N)=O
E ... -382.80232 a.u.
Energy above the lowest of the compared OMol25 structures with the same formula, charge and spin ... 37.23 kcal per mole
HOMO level ... -14.3 eV
HOMO-LUMO gap ... 10.83 eV

Atoms and positions in Å:
C  2.22489  -0.96309  -1.04487
C  1.52611  0.40286  -0.98936
C  -0.01304  0.21390  -0.83715
C  -0.42982  0.21642  0.59466
N  -0.27146  1.62363  1.25444
C  -1.95298  -0.22829  0.82221
N  -2.45377  -1.47267  0.50608
O  -2.67373  0.63681  1.24165
H  1.48462  -1.77049  -1.53917
H  2.38069  -1.35137  -0.02395
H  3.24677  -0.92469  -1.61663
H  1.70552  0.87364  -1.98103
H  1.85441  1.00641  -0.06481
H  -0.55984  0.87148  -1.56283
H  -0.30678  -0.77608  -1.27607
H  0.15416  -0.43332  1.28384
H  0.23722  2.18780  0.48459
H  -1.18039  2.14786  1.49004
H  0.40947  1.64482  2.09513
H  -3.47414  -1.58890  0.56407
H  -1.90792  -2.31673  0.59916

Cartesian forces, eV/Å:
0.084 -1.658 -0.898
-0.478 -0.087 -0.039
0.396 -0.713 -1.774
-1.734 -0.940 1.980
1.447 1.486 -0.766
0.068 -0.159 -0.114
0.626 0.545 0.028
-0.665 1.021 0.208
1.944 1.846 0.714
0.256 0.064 -0.417
-2.043 -0.190 1.173
0.068 0.344 1.073
0.194 -0.534 -1.796
0.096 0.109 1.309
0.340 0.585 0.644
0.090 0.210 -0.944
-1.023 -0.723 1.603
1.010 -1.445 -0.372
-1.630 -0.214 -1.551
0.863 0.288 0.200
0.092 0.166 -0.262

Charges in e, computed with Löwdin, in the same order as the atoms: -0.121, -0.259, -0.200, -0.196, 0.186, -0.457, 0.180, 0.072, 0.117, 0.062, 0.113, 0.119, 0.118, 0.149, 0.126, 0.166, 0.181, 0.187, 0.205, 0.139, 0.114



Q: Which value of E does entry 2 give?
A: -382.80232 a.u.



Q: The highest net charge belongs to which entry?
A: C5H13N2O



Q: Which of these has the highest E?
A: C5H13N2O



Q: Which formula does entry 2 have?
A: C5H13N2O